No. 1
A cluster of 2 separate species, C3H9N2O2S in total at a distorted geometry, computed with ωB97M-V/def2-TZVPD.

```
17
Properties=species:S:1:pos:R:3:forces:R:3:nbo_charge:R:1
C 0.501 1.032 1.232 -1.809 -0.687 3.630 -0.5914
C 0.024 0.493 -0.089 0.474 -0.853 0.502 -0.5581
C 1.131 0.162 -0.965 3.250 -0.370 1.994 -0.2792
N -1.188 -2.008 -0.865 -1.759 -1.453 -1.443 -0.6773
N -0.120 -2.171 -1.718 0.399 -0.340 1.555 -0.5312
O 0.505 -0.602 -3.732 0.325 0.760 0.095 -1.0275
O -1.884 -1.078 -3.148 -0.408 0.941 0.172 -1.0598
S -0.493 -1.592 -3.321 -0.334 -2.082 -1.265 1.5862
H 0.446 0.212 2.076 0.404 1.079 -1.643 0.1821
H 1.515 1.427 1.309 -0.245 0.391 -0.323 0.1983
H -0.307 1.716 1.663 1.375 -0.194 -0.585 0.1920
H -0.586 1.227 -0.612 -0.634 -0.233 0.051 0.2064
H -0.521 -0.485 0.166 -0.055 1.347 -0.714 0.2696
H 1.041 0.076 -2.000 -0.001 0.104 -1.385 0.2182
H 2.232 0.088 -0.499 -2.569 -0.060 -1.059 0.1373
H -1.679 -2.954 -0.477 1.733 2.621 -1.332 0.3358
H -1.837 -1.442 -1.553 -0.145 -0.971 1.752 0.3985
```
Forces are in eV/Å.

total charge	-1
lowest unoccupied orbital energy (alpha / beta)	3.89 / 3.88	eV
E_tot	-777.744873	hartree
frontier orbital gap (alpha / beta)	7.04 / 7.24	eV
ΔE to the lowest compared entry with this formula, charge and spin	154.3	kcal/mol
E_HOMO (alpha / beta)	-0.1158 / -0.1235	hartree

No. 2
The ion C3H9N2OS with charge +1 at a distorted geometry, computed with ωB97M-V/def2-TZVPD.

```
16
Properties=species:S:1:pos:R:3:forces:R:3:nbo_charge:R:1
C 2.401 0.957 0.200 0.167 0.321 -2.776 -0.4323
N 1.073 0.909 -0.370 -0.188 -0.350 1.138 -0.5562
C 0.351 -0.154 -0.084 -1.770 -0.019 -1.291 0.6620
O 0.740 -1.176 0.489 0.264 0.263 0.269 -0.6261
C -1.175 -0.243 -0.563 1.565 2.901 3.489 -0.2305
N -1.598 -1.468 0.055 -0.333 -1.803 -0.521 -0.7224
S -2.059 1.290 0.123 0.139 -0.915 -0.591 0.0313
H 2.518 1.925 0.624 0.649 0.258 0.932 0.2264
H 2.653 0.052 0.648 0.060 -0.935 1.943 0.2499
H 2.966 0.835 -0.702 1.336 0.745 -0.421 0.2170
H 0.837 1.822 -0.745 -1.110 -0.767 -0.123 0.4388
H -1.260 -0.103 -1.575 -0.301 -0.558 -2.529 0.2536
H -2.301 -1.312 0.751 -0.463 0.050 0.597 0.4366
H -0.635 -1.825 0.521 -0.350 0.441 -0.483 0.4813
H -1.988 -2.177 -0.581 0.310 0.274 0.053 0.4499
H -2.522 0.668 1.206 0.025 0.094 0.314 0.1207
```
Forces are in eV/Å.

total charge	+1
lowest unoccupied orbital energy	-3.41	eV
E_tot	-702.373494	hartree
frontier orbital gap	10.50	eV
ΔE to the lowest compared entry with this formula, charge and spin	31.9	kcal/mol
E_HOMO	-0.5113	hartree

No. 3
The ion C3H9N2OS with charge +1 at a distorted geometry, computed with ωB97M-V/def2-TZVPD.

```
16
Properties=species:S:1:pos:R:3:forces:R:3:nbo_charge:R:1
C -0.125 -1.430 2.128 -0.430 0.697 0.359 -0.4270
N 0.416 -0.875 0.934 2.581 2.327 -3.143 -0.4860
C -0.232 -0.342 -0.062 -2.363 -0.086 -0.358 0.6779
O -1.552 -0.455 0.115 1.173 -0.202 0.101 -0.6353
C 0.350 0.562 -1.321 -0.203 -1.374 4.377 -0.1343
N -0.739 1.271 -1.866 0.012 0.581 1.318 -0.8224
S 1.821 1.298 -0.287 -1.972 -0.414 0.706 -0.0757
H -0.935 -2.058 1.880 -1.160 -0.487 -0.303 0.2412
H 0.590 -2.076 2.583 0.694 0.140 0.645 0.2475
H -0.475 -0.551 2.682 0.108 -0.677 0.657 0.2377
H 1.380 -0.464 0.865 -0.461 -1.317 0.773 0.4419
H -2.124 -0.326 -0.641 0.042 0.390 -0.869 0.5361
H 0.795 -0.104 -2.012 0.418 -0.578 -0.840 0.2445
H -1.260 1.849 -1.155 1.014 -0.444 -1.215 0.3963
H -0.339 1.822 -2.608 -0.639 0.510 -0.385 0.4063
H 2.429 1.880 -1.235 1.186 0.933 -1.822 0.1515
```
Forces are in eV/Å.

total charge	+1
lowest unoccupied orbital energy	-3.91	eV
E_tot	-702.363964	hartree
frontier orbital gap	10.16	eV
ΔE to the lowest compared entry with this formula, charge and spin	37.9	kcal/mol
E_HOMO	-0.5170	hartree

No. 4
A structure of composition C3H9N2P at a distorted geometry, computed with ωB97M-V/def2-TZVPD.

```
15
Properties=species:S:1:pos:R:3:forces:R:3:nbo_charge:R:1
C -0.395 -1.249 -0.672 -0.512 -2.571 -0.409 -0.2982
C 0.846 -0.445 -0.769 -0.790 4.715 0.912 -0.1993
C 0.769 1.050 1.368 1.406 -1.895 -0.490 -0.4244
N -1.603 -0.514 -0.183 1.173 0.653 -1.671 -0.9393
N 0.237 1.241 0.052 2.113 -1.682 -2.543 -0.7746
P -1.414 1.249 -0.208 -0.052 -1.920 1.338 0.9602
H -0.582 -1.801 -1.708 0.227 1.262 2.016 0.1997
H -0.170 -2.062 0.070 -0.495 0.431 -0.665 0.2033
H 1.756 -0.510 -0.167 -0.594 -0.775 -0.027 0.2137
H 1.088 -0.119 -1.761 0.144 0.134 -0.470 0.2016
H 0.425 0.021 1.636 0.437 0.623 0.943 0.1592
H 1.946 1.007 1.318 -2.287 0.464 0.382 0.1896
H 0.379 1.788 2.037 0.089 0.439 0.632 0.2068
H -1.984 -1.038 0.560 -0.777 0.130 0.954 0.3888
H -1.299 1.382 -1.571 -0.082 -0.007 -0.901 -0.0871
```
Forces are in eV/Å.

lowest unoccupied orbital energy	0.97	eV
E_tot	-570.472411	hartree
frontier orbital gap	9.61	eV
ΔE to the lowest compared entry with this formula, charge and spin	47.4	kcal/mol
E_HOMO	-0.3177	hartree

No. 5
A cluster of 2 separate species, C3H9N2S in total at a distorted geometry, computed with ωB97M-V/def2-TZVPD.

```
15
Properties=species:S:1:pos:R:3:forces:R:3:nbo_charge:R:1
C 1.263 0.549 0.200 -2.601 -2.918 0.963 0.4467
C -0.727 -1.196 0.531 2.005 0.705 -0.067 -0.0394
C -1.822 -0.294 0.748 -1.833 0.627 -0.691 -0.6551
N 1.894 0.775 -0.904 3.202 2.218 -1.393 -0.7867
N 1.210 1.184 1.339 1.003 3.167 -0.091 -0.7782
S -2.192 0.758 -0.750 0.294 0.669 1.479 0.0276
H -0.324 -1.693 1.392 0.356 -0.227 0.316 0.2102
H -0.506 -1.656 -0.410 -0.167 -0.128 -0.421 0.2167
H -1.616 0.345 1.632 -0.575 -0.334 -0.474 0.2521
H -2.812 -0.898 0.915 1.771 0.767 0.113 0.3195
H 2.149 0.033 -1.569 -0.960 0.285 0.648 0.4388
H 2.600 1.608 -1.083 -1.912 -1.783 0.933 0.4069
H 0.548 0.909 2.047 0.106 -0.147 -0.150 0.4147
H 1.597 2.179 1.498 -0.512 -2.035 -0.406 0.4068
H -2.330 -0.272 -1.531 -0.175 -0.867 -0.758 0.1194
```
Forces are in eV/Å.

total charge	+1
lowest unoccupied orbital energy (alpha / beta)	-5.45 / -5.54	eV
E_tot	-627.028896	hartree
frontier orbital gap (alpha / beta)	7.69 / 7.60	eV
ΔE to the lowest compared entry with this formula, charge and spin	88.6	kcal/mol
E_HOMO (alpha / beta)	-0.4828 / -0.4829	hartree

No. 6
An isolated molecule of C3H9N3 at a distorted geometry, computed with ωB97M-V/def2-TZVPD.

```
15
Properties=species:S:1:pos:R:3:forces:R:3:nbo_charge:R:1
C 1.881 0.319 -1.190 -1.297 0.494 0.084 -0.4859
C 0.693 0.726 -0.663 0.643 -2.597 -1.896 -0.0721
N -0.155 -0.087 0.105 0.732 -0.115 -1.365 -0.3194
C 0.306 -1.353 0.612 0.312 0.205 0.013 -0.4174
N -0.900 0.709 0.970 2.112 3.147 0.142 -0.2962
N -2.260 0.739 0.651 -0.806 0.305 -0.520 -0.6628
H 2.370 0.952 -1.911 0.032 0.142 -0.070 0.2059
H 2.216 -0.704 -1.158 0.344 -0.048 0.641 0.2010
H 0.127 1.477 -1.217 0.431 0.695 0.763 0.2156
H 1.289 -1.256 1.091 -0.008 -0.056 0.095 0.1865
H 0.399 -2.052 -0.220 -0.066 -0.142 0.108 0.2004
H -0.417 -1.705 1.343 0.023 -0.100 -0.077 0.2178
H -0.296 1.679 0.712 -3.394 -2.336 1.625 0.3437
H -2.792 0.070 1.197 0.454 0.116 0.380 0.3495
H -2.460 0.486 -0.321 0.490 0.291 0.076 0.3333
```
Forces are in eV/Å.

lowest unoccupied orbital energy	1.05	eV
E_tot	-283.837486	hartree
frontier orbital gap	8.99	eV
ΔE to the lowest compared entry with this formula, charge and spin	91.4	kcal/mol
E_HOMO	-0.2918	hartree

No. 7
A cluster of 2 separate species, C3H9N3 in total at a distorted geometry, computed with ωB97M-V/def2-TZVPD.

```
15
Properties=species:S:1:pos:R:3:forces:R:3:nbo_charge:R:1
H 3.202 0.076 -0.872 -0.041 0.744 0.170 0.3409
N 2.749 0.756 -0.245 0.448 -1.518 0.438 -0.7415
C 3.527 1.102 0.720 -0.179 1.040 -2.717 0.2596
N 3.041 1.964 1.616 1.070 0.747 2.572 -0.8075
H 4.609 1.147 0.627 0.337 -1.044 0.516 0.1560
H 3.548 2.130 2.516 -1.068 -0.174 -1.479 0.3956
H 2.055 2.085 1.533 -0.588 0.198 0.503 0.3979
C -2.515 -0.610 -0.021 -3.168 1.927 1.085 -0.0791
N -3.623 -1.079 -0.496 2.852 -0.025 0.313 -0.3792
C -3.417 -2.049 -1.532 3.013 -1.693 -0.265 -0.4366
H -2.748 0.132 0.770 0.617 -0.353 -0.180 0.1623
H -1.465 -0.611 -0.308 -0.084 -1.019 -0.547 0.1743
H -2.234 -2.396 -1.617 -2.734 1.067 -0.155 0.1474
H -3.905 -2.983 -1.292 -0.433 -0.148 0.168 0.2040
H -3.800 -1.722 -2.483 -0.041 0.252 -0.420 0.2061
```
Forces are in eV/Å.

lowest unoccupied orbital energy	0.95	eV
E_tot	-283.894745	hartree
frontier orbital gap	10.15	eV
ΔE to the lowest compared entry with this formula, charge and spin	55.4	kcal/mol
E_HOMO	-0.3382	hartree

No. 8
An isolated molecule of C3H9N3 at a distorted geometry, computed with ωB97M-V/def2-TZVPD.

```
15
Properties=species:S:1:pos:R:3:forces:R:3:nbo_charge:R:1
H 1.356 -1.686 -1.019 0.032 0.315 -0.325 0.3352
N 1.987 -0.943 -0.721 -0.515 -0.180 0.865 -0.7597
C 1.368 0.045 -0.199 -1.318 1.265 -2.199 0.4376
N 2.081 1.014 0.445 0.157 0.519 0.133 -0.8321
C -0.411 0.401 -0.394 6.979 -0.615 0.460 -0.4012
C -0.742 -0.736 0.432 -6.788 1.414 -0.636 -0.1931
N -2.415 -0.286 0.296 1.153 -1.867 1.286 -0.9742
H 3.082 0.990 0.280 -0.145 -0.147 0.162 0.3909
H 1.697 1.946 0.478 -0.044 -0.161 -0.028 0.3785
H -0.547 1.388 0.042 -0.249 -0.234 -0.091 0.2112
H -0.571 0.315 -1.464 -0.267 0.028 0.226 0.2275
H -0.679 -1.712 -0.038 0.168 0.084 0.253 0.2151
H -0.501 -0.689 1.489 0.065 -0.072 -0.170 0.2212
H -2.777 0.417 0.938 0.297 -0.464 -0.508 0.3699
H -2.926 -0.465 -0.566 0.477 0.115 0.570 0.3731
```
Forces are in eV/Å.

lowest unoccupied orbital energy	0.95	eV
E_tot	-283.867966	hartree
frontier orbital gap	8.85	eV
ΔE to the lowest compared entry with this formula, charge and spin	72.3	kcal/mol
E_HOMO	-0.2905	hartree

No. 9
An isolated molecule of C3H9N3 at a distorted geometry, computed with ωB97M-V/def2-TZVPD.

```
15
Properties=species:S:1:pos:R:3:forces:R:3:nbo_charge:R:1
C 0.222 -0.578 -1.326 -0.604 -1.128 -0.241 -0.2252
C -1.790 0.254 0.718 -0.224 0.075 -0.116 -0.4653
C 0.482 -0.284 0.071 1.319 1.046 -1.211 0.2846
N 1.754 -0.830 0.526 -0.335 0.026 0.106 -0.8323
N 0.816 1.141 -0.427 -0.136 0.191 0.788 -0.8070
N -0.565 -0.474 0.954 -0.543 0.109 0.142 -0.4456
H 1.705 -1.841 0.450 -0.010 0.042 -0.021 0.3654
H 1.791 -0.638 1.524 0.074 -0.016 -0.041 0.3710
H 0.104 1.857 -0.387 0.113 -0.075 0.064 0.3860
H 1.782 1.446 -0.434 -0.168 -0.105 0.201 0.4037
H -0.752 -0.338 -1.729 0.076 -0.002 0.012 0.1939
H 0.933 -1.100 -1.958 -0.026 0.030 0.152 0.2086
H -2.604 -0.237 1.256 0.096 0.020 -0.007 0.2082
H -2.119 0.331 -0.338 0.225 -0.053 0.190 0.1674
H -1.758 1.290 1.100 0.144 -0.159 -0.018 0.1867
```
Forces are in eV/Å.

lowest unoccupied orbital energy (alpha / beta)	-0.61 / 0.42	eV
E_tot	-283.806691	hartree
frontier orbital gap (alpha / beta)	5.99 / 8.97	eV
ΔE to the lowest compared entry with this formula, charge and spin	110.7	kcal/mol
E_HOMO (alpha / beta)	-0.2423 / -0.3141	hartree

No. 10
A cluster of 2 separate species, C3H9N3 in total at a distorted geometry, computed with ωB97M-V/def2-TZVPD.

```
15
Properties=species:S:1:pos:R:3:forces:R:3:nbo_charge:R:1
H -3.555 0.597 -0.514 -1.528 1.028 0.210 0.3499
N -4.036 -0.170 -0.030 2.151 0.347 -0.279 -0.8119
C -3.194 -0.397 0.933 -1.988 -1.039 -0.010 0.3086
N -2.858 -1.710 1.139 0.134 1.382 1.276 -0.8135
H -2.950 0.385 1.774 0.730 -1.400 -1.761 0.1628
H -3.319 -2.475 0.646 0.505 0.677 0.094 0.4194
H -2.119 -1.811 1.802 0.007 -0.991 0.471 0.3850
C 4.112 0.500 -0.881 -1.902 0.353 0.314 -0.0547
N 3.229 0.931 -0.027 -0.074 -3.891 -1.380 -0.4268
C 1.792 0.865 -0.579 0.269 2.133 1.101 -0.4791
H 3.959 0.914 -1.904 0.285 -1.359 -0.102 0.1365
H 4.789 -0.387 -0.664 0.356 2.145 0.148 0.1926
H 1.476 0.568 -1.652 1.151 0.526 1.703 0.2025
H 1.470 1.841 -0.247 -0.822 0.913 -1.047 0.2069
H 1.205 0.348 0.205 0.727 -0.823 -0.737 0.2217
```
Forces are in eV/Å.

lowest unoccupied orbital energy	0.40	eV
E_tot	-283.806586	hartree
frontier orbital gap	8.86	eV
ΔE to the lowest compared entry with this formula, charge and spin	110.8	kcal/mol
E_HOMO	-0.3109	hartree

No. 11
A cluster of 2 separate species, C3H9N3 in total at a distorted geometry, computed with ωB97M-V/def2-TZVPD.

```
15
Properties=species:S:1:pos:R:3:forces:R:3:nbo_charge:R:1
H -0.677 1.042 2.635 0.169 0.110 0.483 0.3376
N 0.278 0.926 2.313 -0.080 -0.562 -0.651 -0.7299
C 0.461 1.760 1.366 -0.593 0.110 1.394 0.2709
N 1.570 1.776 0.598 0.248 0.313 -0.317 -0.8150
H -0.245 2.590 1.288 0.161 0.062 -0.879 0.1499
H 1.582 2.355 -0.221 0.119 -0.053 -0.004 0.3903
H 2.164 0.964 0.625 -0.007 0.006 -0.033 0.3978
C -1.502 -2.171 -0.463 0.021 0.182 0.239 -0.0627
N -1.281 -1.003 -0.861 -0.390 0.176 -1.016 -0.3866
C -0.022 -0.785 -1.578 -0.109 0.199 1.154 -0.4573
H -2.457 -2.342 0.030 0.216 -0.396 0.082 0.1778
H -0.736 -2.949 -0.573 -0.346 -0.291 0.077 0.1377
H 0.743 -1.263 -0.959 0.468 0.310 -0.316 0.1870
H 0.027 -1.195 -2.582 -0.372 -0.117 -0.088 0.2027
H 0.094 0.295 -1.619 0.495 -0.050 -0.125 0.1999
```
Forces are in eV/Å.

lowest unoccupied orbital energy	0.99	eV
E_tot	-283.920194	hartree
frontier orbital gap	10.10	eV
ΔE to the lowest compared entry with this formula, charge and spin	39.5	kcal/mol
E_HOMO	-0.3345	hartree

No. 12
A cluster of 2 separate species, C3H9N3 in total at a distorted geometry, computed with ωB97M-V/def2-TZVPD.

```
15
Properties=species:S:1:pos:R:3:forces:R:3:nbo_charge:R:1
H 0.520 0.303 -2.871 0.114 -0.165 -0.007 0.3374
N -0.284 -0.152 -2.453 -0.309 -0.369 0.494 -0.7209
C -0.817 0.670 -1.638 0.488 0.610 -0.776 0.2759
N -1.955 0.496 -0.917 0.344 0.265 -0.145 -0.8176
H -0.378 1.670 -1.540 -0.349 0.082 0.194 0.1330
H -2.324 1.316 -0.480 -0.093 -0.135 0.385 0.3910
H -2.263 -0.405 -0.616 -0.150 -0.289 -0.082 0.4034
C 0.501 -1.678 1.008 -1.136 0.504 0.186 -0.0638
N 0.259 -0.653 1.711 0.823 -0.479 0.522 -0.3932
C 1.218 0.423 1.624 0.266 0.642 -0.612 -0.4478
H -0.154 -2.530 1.180 0.083 -0.107 -0.366 0.1715
H 1.198 -1.682 0.174 0.504 -0.228 0.148 0.1557
H 1.602 0.741 2.591 -0.427 -0.171 0.357 0.2079
H 2.124 0.180 1.058 -0.128 -0.161 -0.335 0.1701
H 0.753 1.302 1.170 -0.029 0.003 0.035 0.1975
```
Forces are in eV/Å.

lowest unoccupied orbital energy	0.96	eV
E_tot	-283.923592	hartree
frontier orbital gap	10.32	eV
ΔE to the lowest compared entry with this formula, charge and spin	37.3	kcal/mol
E_HOMO	-0.3441	hartree